(1)
A molecular structure, C37H55BN6P2SZr in a non-equilibrium geometry, computed with ωB97M-V/def2-TZVPD.

The geometry in XYZ format:
```
103
C37H55BN6P2SZr | OMol25 | ωB97M-V/def2-TZVPD
Zr 0.07 0.95 -0.16
N 3.27 1.39 2.57
C 2.06 1.63 2.04
S 1.95 2.61 0.58
N 1.02 1.11 2.63
N -0.16 1.38 1.93
C -1.15 1.96 2.49
C -1.16 2.46 3.88
C -0.66 1.71 4.95
C -0.69 2.24 6.23
C -1.18 3.52 6.45
C -1.65 4.28 5.39
C -1.65 3.75 4.11
C -2.35 2.07 1.60
C -3.59 2.44 2.09
C -4.66 2.52 1.21
C -4.47 2.23 -0.12
C -3.20 1.84 -0.53
N -2.17 1.75 0.30
H 4.07 1.88 2.21
H 3.33 0.93 3.46
H -0.25 0.73 4.78
H -0.32 1.65 7.06
H -1.20 3.93 7.45
H -2.02 5.29 5.55
H -2.00 4.36 3.28
H -3.71 2.64 3.14
H -5.64 2.80 1.57
H -5.27 2.28 -0.85
H -3.02 1.57 -1.56
C 2.26 3.98 -3.34
C 2.89 2.59 -3.21
C 3.44 2.11 -4.55
C 4.04 2.67 -2.19
P 1.65 1.39 -2.51
C 2.48 -0.25 -2.72
N 2.31 -1.05 -1.52
B 1.42 -0.81 -0.43
N 1.53 -1.95 0.43
C 0.59 -2.23 1.50
P -1.08 -1.84 0.78
C -1.35 -3.29 -0.39
C -2.85 -3.38 -0.72
C -0.64 -3.08 -1.73
C -0.84 -4.60 0.21
C -2.25 -2.03 2.23
C -3.57 -1.31 1.89
C -1.61 -1.32 3.43
C -2.53 -3.48 2.66
C 2.47 -2.83 -0.12
C 2.94 -4.05 0.34
C 3.88 -4.72 -0.44
C 4.35 -4.17 -1.64
C 3.89 -2.94 -2.10
C 2.95 -2.28 -1.32
C 0.07 1.37 -3.51
C 0.19 1.31 -5.03
C -0.75 2.60 -3.10
C -0.69 0.13 -3.02
H 3.06 4.70 -3.54
H 1.56 4.05 -4.18
H 1.75 4.31 -2.43
H 4.09 2.90 -4.94
H 4.06 1.21 -4.45
H 2.67 1.92 -5.30
H 4.82 3.31 -2.61
H 3.73 3.09 -1.24
H 4.50 1.69 -2.00
H 2.08 -0.75 -3.60
H 3.53 -0.07 -2.91
H 0.65 -3.26 1.83
H 0.76 -1.58 2.35
H -3.23 -2.43 -1.11
H -2.98 -4.13 -1.51
H -3.47 -3.69 0.12
H -1.10 -2.26 -2.26
H 0.43 -2.92 -1.64
H -0.79 -3.99 -2.33
H -1.20 -4.81 1.22
H -1.18 -5.42 -0.44
H 0.26 -4.64 0.22
H -3.40 -0.26 1.66
H -4.08 -1.77 1.04
H -4.24 -1.37 2.75
H -1.23 -0.34 3.18
H -2.37 -1.20 4.22
H -0.78 -1.90 3.86
H -3.06 -4.07 1.92
H -1.61 -4.01 2.93
H -3.15 -3.43 3.56
H 2.60 -4.48 1.27
H 4.26 -5.68 -0.11
H 5.08 -4.71 -2.22
H 4.25 -2.53 -3.03
H 0.62 2.22 -5.44
H 0.79 0.46 -5.36
H -0.81 1.20 -5.47
H -0.37 3.52 -3.53
H -1.79 2.49 -3.43
H -0.77 2.78 -2.02
H -0.12 -0.78 -3.17
H -0.97 0.17 -1.95
H -1.64 0.04 -3.56
```

Computed properties:
HOMO level, eV: -12.58
Multiplicity: 1
Total charge: +2
Energy above the lowest of the compared OMol25 structures with the same formula, charge and spin, kcal per mole: 0.0
E, Ha: -2923.8603

(2)
2 unconnected molecules or ions with the total composition C2H9NS in a non-equilibrium geometry, computed with ωB97M-V/def2-TZVPD.

The geometry in XYZ format:
```
13
C2H9NS | OMol25 | ωB97M-V/def2-TZVPD
C -2.35 -0.91 0.26
N -1.06 -0.96 0.99
H -3.14 -1.28 0.90
H -2.17 -1.38 -0.71
H -2.59 0.12 -0.03
H -0.89 -0.29 1.71
H -0.89 -1.90 1.31
C 2.49 1.48 -0.83
S 2.08 -0.26 -0.50
H 2.59 2.03 0.10
H 1.77 1.99 -1.47
H 3.43 1.49 -1.37
H 0.73 -0.14 -0.35
```

Computed properties:
HOMO level, eV: -8.62
Multiplicity: 1
Energy above the lowest of the compared OMol25 structures with the same formula, charge and spin, kcal per mole: 13.5
E, Ha: -534.5081
Structure (SMILES): CN.CS

(3)
A molecular structure, C24H21IrN4O2PS2 in a non-equilibrium geometry, computed with ωB97M-V/def2-TZVPD.

The geometry in XYZ format:
```
55
C24H21IrN4O2PS2 | OMol25 | ωB97M-V/def2-TZVPD
Ir 1.53 -1.23 -0.02
C -3.06 -1.51 3.22
O -2.43 -1.68 1.95
C -1.13 -1.66 1.77
O -0.68 -1.86 0.65
N -0.32 -1.35 2.83
N 1.07 -1.33 2.61
H -4.13 -1.58 3.01
H -2.84 -0.52 3.64
H -2.78 -2.30 3.92
H -0.67 -1.38 3.78
H 1.51 -2.17 3.00
H 1.48 -0.52 3.06
S 3.83 -0.94 0.69
C 3.62 -2.67 0.66
S 2.67 -3.29 -0.67
C 4.12 -3.49 1.65
C 3.92 -4.89 1.63
N 3.71 -6.01 1.65
C 4.68 -2.94 2.82
N 5.04 -2.47 3.80
C 0.92 4.07 -3.69
C 1.89 3.08 -3.66
C 1.68 1.92 -2.93
C 0.48 1.75 -2.26
C -0.51 2.73 -2.32
C -0.29 3.88 -3.04
P 0.10 0.34 -1.17
C -0.05 1.27 0.41
C 1.22 1.69 0.85
C 1.37 2.32 2.07
C 0.26 2.52 2.88
C -0.99 2.14 2.44
C -1.16 1.53 1.20
C -1.40 -0.33 -1.94
C -1.22 -0.69 -3.28
C -2.26 -1.22 -4.00
C -3.49 -1.43 -3.40
C -3.66 -1.11 -2.06
C -2.62 -0.58 -1.32
H 1.11 4.99 -4.23
H 2.81 3.22 -4.19
H 2.44 1.15 -2.88
H -1.45 2.57 -1.79
H -1.05 4.65 -3.08
H 2.07 1.57 0.19
H 2.35 2.66 2.38
H 0.37 3.00 3.84
H -1.85 2.34 3.06
H -2.15 1.28 0.85
H -0.25 -0.54 -3.74
H -2.11 -1.48 -5.04
H -4.30 -1.86 -3.96
H -4.61 -1.29 -1.58
H -2.77 -0.38 -0.27
```

Computed properties:
HOMO level (alpha / beta), eV: -10.94 / -11.56
Multiplicity: 5
Total charge: +1
Energy above the lowest of the compared OMol25 structures with the same formula, charge and spin, kcal per mole: 27.1
E, Ha: -2538.3699
⟨S²⟩: 6.060

(4)
A molecular structure, C4H16FInO4 in a non-equilibrium geometry, computed with ωB97M-V/def2-TZVPD.

The geometry in XYZ format:
```
26
C4H16FInO4 | OMol25 | ωB97M-V/def2-TZVPD
In 2.38 3.28 -1.37
F 0.73 1.28 0.05
C -0.78 -1.83 1.13
O 0.35 -1.47 0.41
H -0.50 -2.37 2.05
H -1.40 -0.99 1.42
H -1.34 -2.58 0.54
H 0.43 -0.49 0.36
C 1.88 0.03 2.74
O 0.67 0.72 2.70
H 1.70 -0.94 3.25
H 2.31 -0.19 1.76
H 2.67 0.52 3.33
H 0.56 1.00 1.76
C 0.54 -0.30 -3.16
O 0.94 0.78 -2.38
H 0.94 -0.12 -4.16
H 0.96 -1.26 -2.83
H -0.55 -0.43 -3.27
H 0.73 0.65 -1.42
C -2.46 0.62 -0.69
O -1.93 1.24 0.42
H -2.53 -0.47 -0.55
H -3.46 1.01 -0.92
H -1.89 0.83 -1.60
H -0.96 1.45 0.43
```

Computed properties:
HOMO level, eV: -17.04
Multiplicity: 1
Total charge: +2
Energy above the lowest of the compared OMol25 structures with the same formula, charge and spin, kcal per mole: 0.0
E, Ha: -752.0023

(5)
A molecular structure, C23H34BrN6O2PSiTi, computed with ωB97M-V/def2-TZVPD.

The geometry in XYZ format:
```
69
C23H34BrN6O2PSiTi | OMol25 | ωB97M-V/def2-TZVPD
Ti -0.08 0.47 -0.32
Br 5.88 2.94 3.43
C 4.23 2.70 2.60
C 3.23 1.97 3.24
C 2.01 1.77 2.62
C 1.78 2.34 1.38
C 2.76 3.09 0.74
C 3.99 3.27 1.35
N 0.49 2.20 0.75
C -0.28 3.23 0.72
C -1.53 3.15 -0.03
C -2.38 4.23 -0.16
C -3.52 4.08 -0.96
C -3.73 2.87 -1.59
C -2.82 1.84 -1.40
N -1.74 1.95 -0.63
H 3.42 1.57 4.23
H 1.23 1.22 3.14
H 2.56 3.55 -0.22
H 4.76 3.86 0.87
H 0.01 4.15 1.22
H -2.16 5.16 0.34
H -4.21 4.90 -1.09
H -4.58 2.72 -2.24
H -2.95 0.89 -1.90
C 1.70 1.63 -3.47
C 2.27 0.67 -2.49
C 3.56 0.17 -2.57
C 4.04 -0.68 -1.57
C 3.26 -1.05 -0.48
C 1.97 -0.54 -0.44
N 1.51 0.29 -1.43
N 0.99 -0.73 0.55
Si 1.02 -2.00 1.90
C 2.56 -1.78 2.90
C 1.00 -3.64 1.03
C -0.59 -1.59 2.75
H 2.07 2.64 -3.27
H 1.99 1.37 -4.49
H 0.61 1.66 -3.42
H 4.19 0.45 -3.40
H 5.05 -1.05 -1.64
H 3.63 -1.69 0.30
H 3.34 -2.46 2.55
H 2.36 -2.06 3.94
H 2.97 -0.77 2.91
H 1.81 -3.70 0.29
H 0.06 -3.86 0.53
H 1.19 -4.43 1.76
H -0.73 -0.52 2.92
H -0.65 -2.07 3.73
H -1.42 -1.97 2.14
N -2.50 -3.87 -2.84
C -2.91 -2.44 -2.61
P -2.51 -2.00 -0.85
O -2.25 -3.30 -0.18
O -1.45 -0.89 -0.88
C -4.04 -1.35 -0.02
N -4.47 -2.35 1.03
H -2.48 -4.37 -1.94
H -1.56 -3.94 -3.24
H -3.13 -4.35 -3.49
H -3.99 -2.38 -2.79
H -2.41 -1.81 -3.34
H -4.87 -1.22 -0.73
H -3.87 -0.39 0.46
H -4.36 -1.98 1.98
H -3.87 -3.19 0.95
H -5.45 -2.63 0.93
```

Computed properties:
HOMO level, eV: -17.62
Multiplicity: 1
Total charge: +4
Energy above the lowest of the compared OMol25 structures with the same formula, charge and spin, kcal per mole: 3.3
E, Ha: -5428.9978